Record 1
ORCA calculation (ωB97M-V/def2-TZVPD) on a single C18H14ClNO4S molecule at a distorted geometry.

Each line ends with the Löwdin charge.
CARTESIAN COORDINATES (ANGSTROEM)
N  -5.564  1.138  0.642  0.184
C  -5.504  -0.106  0.140  -0.521
O  -6.328  -0.582  -0.603  0.066
C  -4.276  -0.902  0.626  -0.052
O  -3.057  -0.429  0.057  -0.003
C  -2.456  0.616  0.635  -0.401
O  -2.919  1.235  1.569  0.113
C  -1.166  0.908  0.011  -0.108
O  -0.477  1.981  0.489  0.134
C  0.685  2.029  -0.186  -0.195
C  1.725  2.932  -0.013  0.015
C  2.839  2.765  -0.808  -0.072
C  2.916  1.741  -1.757  -0.081
C  1.885  0.848  -1.934  -0.018
C  0.752  0.983  -1.129  -0.114
C  -0.473  0.258  -0.986  -0.159
C  -0.811  -1.009  -1.660  -0.347
S  -0.528  -2.420  -0.493  0.946
C  1.095  -1.910  0.054  -0.542
C  1.220  -1.171  1.220  -0.091
C  2.450  -0.649  1.577  -0.089
C  3.547  -0.881  0.763  -0.674
Cl  5.070  -0.183  1.172  0.684
C  3.439  -1.660  -0.379  -0.107
C  2.205  -2.175  -0.732  -0.104
H  -4.831  1.495  1.241  0.081
H  -6.322  1.739  0.365  0.119
H  -4.368  -1.936  0.294  0.139
H  -4.219  -0.848  1.719  0.138
H  1.655  3.722  0.717  0.120
H  3.673  3.441  -0.699  0.106
H  3.806  1.653  -2.360  0.106
H  1.949  0.062  -2.670  0.115
H  -1.864  -1.080  -1.921  0.081
H  -0.184  -1.171  -2.535  0.083
H  0.353  -0.992  1.837  0.115
H  2.553  -0.054  2.471  0.112
H  4.307  -1.848  -0.990  0.109
H  2.099  -2.774  -1.624  0.112

Output
* HOMO energy: -8.73 eV
* frontier orbital gap: 0.3108 hartree
* F_max: 1.16 eV Å⁻¹
* total energy: -1908.4642 hartree
* LUMO level: -0.28 eV
* total charge: 0
* SMILES: NC(=O)COC(=O)c1oc2ccccc2c1CSc1ccc(Cl)cc1

***

Record 2
ORCA calculation (ωB97M-V/def2-TZVPD) on a molecular structure, C18H14N3PdS2.

Each line ends with the Löwdin charge.
CARTESIAN COORDINATES (ANGSTROEM)
Pd  -0.530  -1.678  -0.378  0.326
S  -0.278  0.474  0.144  0.586
C  -0.554  0.510  1.887  -0.699
C  -0.446  1.735  2.548  -0.153
C  -0.696  1.838  3.906  -0.131
C  -1.054  0.702  4.625  -0.131
C  -1.149  -0.520  3.981  -0.156
C  -0.897  -0.642  2.610  -0.733
S  -1.018  -2.209  1.832  0.501
H  -0.162  2.613  1.977  0.090
H  -0.609  2.797  4.402  0.086
H  -1.251  0.768  5.689  0.086
H  -1.418  -1.411  4.536  0.088
C  -4.131  -0.738  1.047  -0.055
N  -4.262  -2.148  0.700  -0.222
C  -5.422  -2.866  1.181  -0.059
C  -3.560  -2.635  -0.309  -0.376
N  -2.953  -3.080  -1.191  0.127
H  -4.123  -0.639  2.133  0.089
H  -4.961  -0.157  0.630  0.087
H  -3.189  -0.354  0.662  0.054
H  -5.482  -2.765  2.266  0.086
H  -5.328  -3.921  0.935  0.089
H  -6.350  -2.480  0.742  0.084
N  2.438  1.114  -9.502  0.127
C  2.093  0.790  -8.453  -0.206
C  1.663  0.386  -7.146  -0.256
C  1.955  1.179  -6.035  -0.040
C  1.541  0.787  -4.778  -0.026
C  0.824  -0.405  -4.593  -0.256
C  0.537  -1.189  -5.721  -0.029
C  0.950  -0.802  -6.979  -0.041
C  0.400  -0.804  -3.296  -0.161
C  0.032  -1.146  -2.187  -0.234
H  2.507  2.101  -6.166  0.113
H  1.763  1.396  -3.913  0.117
H  -0.018  -2.107  -5.586  0.115
H  0.724  -1.414  -7.842  0.112

Output
* HOMO energy: -4.13 eV
* frontier orbital gap: 0.2441 hartree
* F_max: 0.22 eV Å⁻¹
* total energy: -1782.8653 hartree
* LUMO level: 2.51 eV
* total charge: -1

***

Record 3
ORCA calculation (ωB97M-V/def2-TZVPD) on a molecular structure, C18H14N4O2PdS at a distorted geometry.

Each line ends with the Löwdin charge.
CARTESIAN COORDINATES (ANGSTROEM)
Pd  0.257  -0.104  0.023  0.766
O  -2.727  -3.573  0.507  0.040
C  -3.890  -2.946  0.253  -0.264
C  -5.056  -3.701  0.143  -0.016
C  -6.269  -3.074  -0.065  -0.086
C  -6.340  -1.690  -0.195  -0.097
C  -5.186  -0.939  -0.112  -0.034
C  -3.950  -1.549  0.110  -0.085
C  -2.714  -0.749  0.203  -0.419
O  -1.647  -1.279  0.666  -0.134
N  -2.784  0.520  -0.173  0.047
N  -1.606  1.127  -0.191  -0.095
C  -1.549  2.396  -0.033  -0.087
C  -0.243  3.015  -0.021  -0.253
C  -0.076  4.399  -0.033  -0.014
C  1.201  4.924  -0.005  -0.053
C  2.287  4.062  0.023  -0.048
C  2.044  2.699  0.038  -0.153
N  0.818  2.187  0.034  0.042
H  -2.087  -2.853  0.727  0.048
H  -4.987  -4.776  0.248  0.115
H  -7.170  -3.671  -0.119  0.102
H  -7.295  -1.210  -0.364  0.096
H  -5.208  0.137  -0.212  0.104
H  -2.450  2.978  0.132  0.127
H  -0.943  5.043  -0.078  0.116
H  1.355  5.995  -0.014  0.113
H  3.302  4.430  0.043  0.108
H  2.864  1.996  0.063  0.026
S  2.630  -0.424  -0.005  0.680
C  2.285  -2.123  -0.087  -0.755
C  3.245  -3.132  -0.027  -0.094
C  2.817  -4.444  -0.061  -0.065
C  1.456  -4.711  -0.164  -0.059
C  0.575  -3.649  -0.239  -0.108
N  0.982  -2.381  -0.202  -0.032
H  4.290  -2.866  0.051  0.105
H  3.535  -5.253  -0.011  0.109
H  1.086  -5.726  -0.188  0.105
H  -0.487  -3.825  -0.346  0.103

Output
* HOMO energy (spin up / spin down): -7.82 / -7.82 eV
* frontier orbital gap (spin up / spin down): 0.2338 / 0.2345 hartree
* F_max: 3.91 eV Å⁻¹
* total energy: -1589.8758 hartree
* LUMO level (spin up / spin down): -1.46 / -1.44 eV
* total charge: 0

***

Record 4
ORCA calculation (ωB97M-V/def2-TZVPD) on a single C18H14O3 molecule at a distorted geometry.

Each line ends with the Löwdin charge.
CARTESIAN COORDINATES (ANGSTROEM)
O  1.878  4.114  0.912  0.087
C  1.908  2.752  0.657  -0.107
C  0.734  2.021  0.385  -0.155
C  -0.474  2.632  0.532  -0.028
C  -1.640  1.962  0.569  0.011
C  -1.675  0.535  0.268  -0.141
C  -2.863  -0.193  0.284  0.036
C  -2.779  -1.572  -0.051  -0.167
C  -3.960  -2.322  -0.104  -0.040
C  -3.886  -3.689  -0.313  -0.104
C  -2.721  -4.306  -0.727  -0.058
C  -1.633  -3.441  -0.949  -0.065
C  -1.622  -2.194  -0.555  -0.244
C  -0.430  -1.441  -0.553  0.093
C  -0.417  -0.053  -0.109  -0.075
C  0.768  0.691  -0.017  -0.121
C  2.084  0.160  -0.185  0.048
C  3.364  0.916  -0.340  -0.304
O  4.417  -0.069  -0.165  -0.031
C  3.266  2.088  0.652  -0.214
O  4.317  3.038  0.286  -0.036
H  2.749  4.381  0.687  0.071
H  -0.431  3.633  0.680  0.091
H  -2.489  2.490  0.747  0.081
H  -3.650  0.249  0.920  0.133
H  -4.963  -1.849  0.065  0.129
H  -4.815  -4.238  -0.166  0.104
H  -2.835  -5.352  -1.019  0.107
H  -0.625  -3.728  -1.471  0.155
H  0.492  -1.946  -0.819  0.106
H  2.223  -0.897  -0.269  0.095
H  3.496  1.298  -1.398  0.177
H  4.423  -0.496  0.702  0.097
H  3.522  1.625  1.553  0.149
H  4.265  3.199  -0.689  0.119

Output
* HOMO energy: -7.05 eV
* frontier orbital gap: 0.2389 hartree
* F_max: 7.01 eV Å⁻¹
* total energy: -919.9239 hartree
* LUMO level: -0.55 eV
* total charge: 0
* SMILES: OC1=c2ccc3cc4ccccc4cc3c2=C[C@H](O)[C@H]1O

***

Record 5
ORCA calculation (ωB97M-V/def2-TZVPD) on a molecular structure, C18H15BF7MoN2OS2.

Each line ends with the Löwdin charge.
CARTESIAN COORDINATES (ANGSTROEM)
Mo  0.258  0.039  0.441  1.065
C  4.961  3.696  -1.410  -0.056
C  5.022  3.128  -0.001  -0.174
N  4.456  1.769  0.101  -0.097
C  5.398  0.644  0.146  -0.231
C  5.736  0.098  -1.234  -0.060
C  3.144  1.602  0.114  -0.597
S  2.563  -0.062  0.167  0.754
N  2.409  2.720  0.090  0.131
C  1.117  2.851  -0.043  -0.352
O  0.249  1.883  -0.151  -0.223
C  0.565  4.210  -0.114  -0.142
C  1.411  5.319  -0.039  -0.008
C  0.886  6.595  -0.106  -0.053
C  -0.485  6.774  -0.251  -0.049
C  -1.329  5.676  -0.329  -0.054
C  -0.811  4.396  -0.261  -0.008
H  5.402  4.692  -1.416  0.087
H  3.931  3.778  -1.752  0.069
H  5.518  3.080  -2.114  0.071
H  4.482  3.766  0.694  0.114
H  6.053  3.052  0.339  0.123
H  4.976  -0.134  0.781  0.080
H  6.296  1.008  0.643  0.124
H  4.839  -0.231  -1.759  0.067
H  6.401  -0.758  -1.131  0.089
H  6.242  0.847  -1.841  0.073
H  2.474  5.168  0.074  0.103
H  1.541  7.452  -0.045  0.113
H  -0.895  7.774  -0.305  0.115
H  -2.395  5.819  -0.446  0.113
H  -1.468  3.540  -0.328  0.114
F  -5.947  0.298  3.119  0.165
C  -4.643  0.122  3.005  -0.122
C  -4.014  0.353  1.789  -0.138
F  -4.699  0.752  0.728  0.154
C  -2.651  0.162  1.721  -0.189
F  -2.017  0.389  0.515  -0.039
C  -1.870  -0.245  2.783  -0.473
S  -0.120  -0.468  2.648  0.716
C  -2.527  -0.470  3.988  -0.230
F  -1.834  -0.865  5.048  0.119
C  -3.897  -0.290  4.102  -0.126
F  -4.499  -0.509  5.258  0.162
F  0.366  -2.573  -0.073  0.122
B  -0.187  -1.660  -0.893  -0.656
F  -0.814  -2.047  -1.963  0.232

Output
* HOMO energy (spin up / spin down): -12.00 / -12.15 eV
* frontier orbital gap (spin up / spin down): 0.2732 / 0.2685 hartree
* F_max: 0.90 eV Å⁻¹
* multiplicity: 3
* total energy: -2468.0255 hartree
* LUMO level (spin up / spin down): -4.56 / -4.85 eV
* total charge: +1

***

Record 6
ORCA calculation (ωB97M-V/def2-TZVPD) on a molecular structure, C18H15BrN3O4SV at a distorted geometry.

Each line ends with the Löwdin charge.
CARTESIAN COORDINATES (ANGSTROEM)
V  0.623  0.752  -1.643  0.616
Br  2.753  -1.992  -1.643  1.198
C  3.434  -0.211  -1.643  -0.573
C  4.896  0.048  -1.643  -0.091
C  5.338  1.320  -1.643  -0.066
C  4.363  2.443  -1.643  0.018
C  3.049  2.147  -1.643  -0.143
N  2.623  0.764  -1.643  -0.052
C  1.947  3.157  -1.643  -0.519
O  2.175  4.358  -1.643  0.047
O  0.635  2.695  -1.643  -0.209
H  5.599  -0.779  -1.643  0.087
H  6.403  1.528  -1.643  0.094
H  4.713  3.470  -1.643  0.115
C  -1.998  -0.419  5.027  -0.073
C  -2.168  -0.042  3.586  -0.290
C  -1.321  0.900  2.984  -0.037
C  -1.486  1.241  1.641  -0.081
C  -2.495  0.630  0.896  -0.261
C  -3.347  -0.308  1.477  -0.063
C  -3.178  -0.645  2.821  -0.056
S  -2.710  1.121  -0.838  0.592
O  -2.787  2.578  -0.710  -0.319
O  -3.986  0.506  -1.206  -0.360
N  -1.428  0.611  -1.643  -0.228
C  -0.962  -0.813  -1.610  -0.256
C  -1.933  -1.818  -1.618  -0.041
C  -1.580  -3.175  -1.609  -0.074
C  -0.247  -3.575  -1.607  -0.069
C  0.739  -2.611  -1.629  -0.425
N  0.482  -1.294  -1.643  -0.102
H  -1.232  0.193  5.514  0.070
H  -1.697  -1.468  5.109  0.077
H  -2.937  -0.270  5.570  0.075
H  -0.529  1.379  3.553  0.107
H  -0.839  1.977  1.171  0.089
H  -4.135  -0.768  0.890  0.102
H  -3.843  -1.379  3.268  0.103
H  -2.992  -1.579  -1.653  0.096
H  -2.369  -3.921  -1.609  0.099
H  0.014  -4.626  -1.599  0.097
H  1.790  -2.875  -1.638  -0.310
H  0.623  0.752  0.109  0.016

Output
* HOMO energy (spin up / spin down): -3.09 / -4.89 eV
* frontier orbital gap (spin up / spin down): 0.1999 / 0.2657 hartree
* F_max: 18.61 eV Å⁻¹
* multiplicity: 4
* total energy: -5076.0971 hartree
* LUMO level (spin up / spin down): 2.35 / 2.34 eV
* total charge: -1